{"formula": "C3H4N2S2", "method": "ωB97M-V with the def2-TZVPD basis set", "gap_ev": 7.97, "homo_energy_ev": -9.06, "fmax_ev_per_a": 3.0, "lumo_energy_ev": -1.097, "elements": ["S", "C", "N", "C", "N", "C", "S", "H", "H", "H", "H"], "coordinates": [[2.7804, -0.7378, -0.4222], [2.1775, 0.6386, 0.2059], [1.0601, 1.2769, -0.2010], [-0.1177, 0.7241, -0.3690], [-0.5884, -0.5361, 0.0196], [-1.9295, -0.9627, 0.0728], [-3.1516, 0.0749, -0.3198], [2.6000, 1.2359, 1.0105], [-0.8938, 1.3729, -0.7076], [0.1726, -1.0758, 0.3291], [-2.1094, -2.0109, 0.3818]], "nbo_charge": [-0.0764, -0.1001, -0.4725, 0.3371, -0.6093, -0.0826, -0.0471, 0.2003, 0.2090, 0.4176, 0.2239]}



{"formula": "C4H4N4", "method": "ωB97M-V with the def2-TZVPD basis set", "gap_ev": 8.77, "homo_energy_ev": -10.68, "fmax_ev_per_a": 2.4, "lumo_energy_ev": -1.906, "elements": ["H", "N", "C", "N", "C", "C", "N", "C", "N", "H", "H", "H"], "coordinates": [[-3.1615, -1.1254, -0.2336], [-3.1507, -0.0726, -0.1355], [-1.9604, 0.2374, 0.1105], [-0.9417, -0.7447, 0.0672], [0.2854, -0.4552, 0.0994], [0.8940, 0.8991, 0.0792], [2.1662, 0.8555, -0.0449], [2.3915, -0.5528, -0.0948], [1.3684, -1.2985, 0.0942], [-1.7511, 1.2825, 0.3775], [0.4115, 1.8497, -0.1297], [3.4484, -0.8751, -0.1895]], "nbo_charge": [0.3474, -0.5429, 0.2119, -0.3698, 0.3340, 0.0424, -0.4214, 0.2761, -0.4534, 0.1608, 0.2094, 0.2056]}



{"formula": "C9H8N2", "method": "ωB97M-V with the def2-TZVPD basis set", "gap_ev": 9.45, "homo_energy_ev": -8.55, "fmax_ev_per_a": 13.8, "lumo_energy_ev": 0.903, "elements": ["C", "C", "C", "C", "C", "N", "C", "C", "N", "C", "C", "H", "H", "H", "H", "H", "H", "H", "H"], "coordinates": [[-1.4062, -2.5738, 0.9557], [-1.2539, -2.3048, -0.3402], [-0.5691, -1.1783, -0.8331], [-0.0954, -0.3539, 0.1523], [0.7611, 0.9070, -0.3748], [1.9916, 1.1431, -0.3567], [2.1946, 2.3700, -0.8426], [0.9529, 2.9595, -1.1952], [0.0513, 1.9921, -0.7873], [-0.1546, -0.5304, 1.5085], [-0.9717, -1.6551, 1.9135], [-1.9130, -3.3985, 1.1246], [-1.4106, -2.8023, -1.0481], [-0.2916, -1.1570, -1.9341], [3.0402, 2.5673, -0.9682], [0.6651, 3.8245, -1.4227], [-0.9283, 1.9438, -0.9403], [0.3450, 0.1451, 2.4263], [-1.0074, -1.8985, 2.9625]], "nbo_charge": [-0.2198, -0.1673, -0.2069, -0.0694, 0.3537, -0.4648, -0.0440, -0.1019, -0.5196, -0.2023, -0.1846, 0.2057, 0.1715, 0.2323, 0.1583, 0.1855, 0.4133, 0.2497, 0.2107]}



{"formula": "C6H15NO2", "method": "ωB97M-V with the def2-TZVPD basis set", "gap_ev": 8.79, "homo_energy_ev": -7.94, "fmax_ev_per_a": 4.2, "lumo_energy_ev": 0.848, "elements": ["C", "C", "C", "N", "C", "C", "H", "H", "H", "H", "H", "H", "H", "H", "H", "H", "H", "O", "C", "O", "H", "H", "H", "H"], "coordinates": [[2.5803, 0.9098, 0.7927], [1.5822, 0.0617, 0.5400], [1.9054, -1.3491, 0.1207], [0.0080, 0.4246, 0.5154], [-0.7793, -0.2919, 1.5299], [-0.3055, 1.8615, 0.4667], [2.4232, 1.9207, 1.1552], [3.6248, 0.6428, 0.6298], [2.9333, -1.4547, -0.2501], [1.7727, -2.0592, 0.9435], [1.2658, -1.6711, -0.7077], [-0.5397, 0.0876, 2.5263], [-0.5563, -1.3610, 1.5190], [-1.8418, -0.1935, 1.2819], [-1.3756, 2.0037, 0.2892], [-0.0240, 2.3539, 1.4010], [0.2372, 2.3503, -0.3452], [-2.7447, 0.2191, -1.5997], [-1.5215, -0.4462, -1.7598], [-1.7538, -1.8107, -1.9964], [-3.1294, 0.3160, -2.4879], [-0.9391, -0.0304, -2.5871], [-0.6621, -0.3242, -0.7897], [-2.1601, -2.1595, -1.1876]], "nbo_charge": [-0.4648, 0.2058, -0.6728, -0.4636, -0.4209, -0.4200, 0.2031, 0.2117, 0.2284, 0.2195, 0.2299, 0.1866, 0.2044, 0.2133, 0.2217, 0.1770, 0.2117, -0.7439, 0.1285, -0.7421, 0.4697, 0.1234, 0.2301, 0.4632]}



How do the records compare in energy above the lowest of the compared OMol25 structures with the same formula, charge and spin? In the order shown, they have 167.1; 184.0; 454.4; 365.0 kJ/mol.